No. 1
Entry from the OMol25 dataset: the ion C2H8NS2 with charge +1 (ωB97M-V/def2-TZVPD).

The charge is +1. The value obtained for the LUMO energy is -0.14843 Eh. As for the orbital gap: 0.2833 Ha. As for the largest force on an atom: 0.54 eV/Å. For the energy relative to the best compared isomer or geometry (same formula, charge and spin), the calculation gives 0.2941 eV. The structure (SMILES) is [NH3+]CCSS. The calculation puts the HOMO energy at -0.43175 hartree.

Atoms and positions in Å:
1 N 1.9364 -0.0644 0.5320
2 C 0.5529 -0.6687 0.4127
3 C -0.3999 0.3152 -0.2374
4 S -1.9815 -0.5624 -0.3515
5 S -3.0131 1.0006 -1.2840
6 H 1.8676 0.8772 0.9258
7 H 2.3811 0.0284 -0.3820
8 H 2.5526 -0.6220 1.1388
9 H 0.2383 -0.9430 1.4176
10 H 0.6309 -1.5726 -0.1795
11 H -0.5686 1.1978 0.3994
12 H -0.0132 0.6536 -1.2061
13 H -4.1836 0.3603 -1.1857

Atom charges from the Mulliken analysis, given in e for atoms 1 to 2: N -0.285; C -0.798


No. 2
Entry from the OMol25 dataset: a cluster of 2 separate species, C2H8O in total at a distorted geometry (ωB97M-V/def2-TZVPD).

The value obtained for the LUMO energy is 0.03142 Eh. As for the orbital gap: 0.4568 Ha. As for the largest force on an atom: 1.23 eV/Å. For the energy relative to the best compared isomer or geometry (same formula, charge and spin), the calculation gives 0.1260 eV. The structure (SMILES) is CC.O. The calculation puts the HOMO energy at -0.42534 hartree.

Atoms and positions in Å:
1 C 0.0000 0.0000 0.0000
2 C 0.6685 0.3452 1.3816
3 H 0.5908 -0.6781 -0.6385
4 H -0.2525 0.9015 -0.5833
5 H -0.9364 -0.5098 0.2828
6 H 0.5520 -0.5518 2.0129
7 H 0.1009 1.1732 1.8386
8 H 1.7359 0.6218 1.3569
9 O 1.1664 2.1421 -3.5686
10 H 0.9405 2.9749 -3.0956
11 H 2.1326 2.0277 -3.4218

Atom charges from the Mulliken analysis, given in e for atoms 1 to 2: C -0.755; C -0.762


No. 3
Entry from the OMol25 dataset: a cluster of 2 separate species, C2H8O2 in total at a distorted geometry (ωB97M-V/def2-TZVPD).

The value obtained for the LUMO energy is 0.02408 Eh. As for the orbital gap: 0.4005 Ha. As for the largest force on an atom: 4.95 eV/Å. For the energy relative to the best compared isomer or geometry (same formula, charge and spin), the calculation gives 1.7396 eV. The structure (SMILES) is CO.CO. The calculation puts the HOMO energy at -0.37639 hartree.

Atoms and positions in Å:
1 C 1.4188 -1.4085 0.9104
2 O 0.4220 -0.7310 1.5794
3 H 2.2761 -0.7198 0.7260
4 H 1.0868 -1.9145 -0.0952
5 H 1.7572 -2.2452 1.4356
6 H -0.2972 -1.5138 1.8284
7 C -1.1951 0.8504 -0.6654
8 O -0.7261 1.4824 -1.9238
9 H -0.6950 -0.0762 -0.5695
10 H -2.2531 0.6025 -0.4762
11 H -0.9833 1.4586 0.1362
12 H 0.1986 1.7457 -1.7001

Atom charges from the Mulliken analysis, given in e for atoms 1 to 2: C -0.637; O -0.487


No. 4
Entry from the OMol25 dataset: a cluster of 2 separate species, C2H8O2 in total at a distorted geometry (ωB97M-V/def2-TZVPD).

The value obtained for the LUMO energy is 0.02359 Eh. As for the orbital gap: 0.4090 Ha. As for the largest force on an atom: 1.85 eV/Å. For the energy relative to the best compared isomer or geometry (same formula, charge and spin), the calculation gives 0.9006 eV. The structure (SMILES) is CO.CO. The calculation puts the HOMO energy at -0.38536 hartree.

Atoms and positions in Å:
1 C 0.0000 0.0000 0.0000
2 O -1.2252 0.6683 -0.4023
3 H 0.6236 0.5856 0.6963
4 H 0.6258 -0.3168 -0.8513
5 H -0.3625 -0.9001 0.5244
6 H -0.9291 1.3011 -1.0895
7 C 3.0652 4.2977 -1.3402
8 O 4.2900 4.7890 -0.8851
9 H 3.1788 3.2829 -1.7572
10 H 2.6744 4.9610 -2.1301
11 H 2.3313 4.2599 -0.5176
12 H 4.7366 5.2084 -1.6499

Atom charges from the Mulliken analysis, given in e for atoms 1 to 2: C -0.491; O -0.490


No. 5
Entry from the OMol25 dataset: a cluster of 3 separate species, C2H8O2 in total at a distorted geometry (ωB97M-V/def2-TZVPD).

The value obtained for the LUMO energy is 0.03120 Eh. As for the orbital gap: 0.4150 Ha. As for the largest force on an atom: 5.92 eV/Å. For the energy relative to the best compared isomer or geometry (same formula, charge and spin), the calculation gives 2.0745 eV. The structure (SMILES) is C=C.O.O. The calculation puts the HOMO energy at -0.38375 hartree.

Atoms and positions in Å:
1 C 0.7526 -0.2013 0.7627
2 C 1.8687 -0.7723 1.0057
3 H -0.0447 -0.8096 0.4758
4 H 0.4777 0.8978 0.7229
5 H 1.9281 -1.8241 0.9196
6 H 2.9182 -0.4354 1.0563
7 O -1.9897 0.6215 0.2024
8 H -1.8419 -0.0626 0.7421
9 H -1.3877 1.3085 0.2164
10 O -0.6683 0.2618 -1.9630
11 H -0.7721 0.4193 -2.8167
12 H -1.2408 0.5964 -1.3242

Atom charges from the Mulliken analysis, given in e for atoms 1 to 2: C -0.105; C -0.594


No. 6
Entry from the OMol25 dataset: the molecule C2H8O2P2S at a distorted geometry (ωB97M-V/def2-TZVPD).

The value obtained for the LUMO energy is -0.00649 Eh. As for the orbital gap: 0.3572 Ha. As for the largest force on an atom: 4.03 eV/Å. For the energy relative to the best compared isomer or geometry (same formula, charge and spin), the calculation gives 2.4437 eV. The structure (SMILES) is CCS(=O)(=O)[PH]#[PH2]. The calculation puts the HOMO energy at -0.36369 hartree.

Atoms and positions in Å:
1 C -2.1056 -0.2705 -0.0723
2 C -1.1336 -0.8025 0.8949
3 S 0.4622 -0.9197 -0.0324
4 O 0.0794 -1.4415 -1.2884
5 O 1.2214 -1.9282 0.7416
6 P 1.7214 0.9822 0.0883
7 P 3.6470 -0.1043 -0.0077
8 H -1.8074 0.6702 -0.4626
9 H -2.0839 -1.0001 -0.8535
10 H -3.1586 -0.1533 0.3630
11 H -1.1977 -1.8437 1.4526
12 H -0.9472 -0.0664 1.6175
13 H 1.2738 0.7118 1.3951
14 H 2.9686 -1.1174 0.5497
15 H 3.9154 0.5439 1.1944

Atom charges from the Mulliken analysis, given in e for atoms 1 to 2: C -1.098; C -0.422


No. 7
Entry from the OMol25 dataset: a cluster of 2 separate species, C2H8O2S in total at a distorted geometry (ωB97M-V/def2-TZVPD).

The value obtained for the LUMO energy is 0.02528 Eh. As for the orbital gap: 0.3811 Ha. As for the largest force on an atom: 3.03 eV/Å. For the energy relative to the best compared isomer or geometry (same formula, charge and spin), the calculation gives 0.4013 eV. The structure (SMILES) is COCS.O. The calculation puts the HOMO energy at -0.35578 hartree.

Atoms and positions in Å:
1 C -0.3120 0.4933 1.1963
2 O -0.2494 -0.2038 0.0466
3 C 0.6444 -1.2652 0.1190
4 S 0.3176 -2.5294 1.3618
5 H -0.8605 -0.0457 1.9871
6 H -0.8530 1.4267 0.9665
7 H 0.6902 0.7523 1.5772
8 H 0.5309 -1.7473 -0.8711
9 H 1.6977 -0.9385 0.2155
10 H -0.8364 -2.8377 0.7327
11 O -0.3906 2.3745 -2.8142
12 H -0.5114 1.5522 -2.2874
13 H 0.1326 2.9687 -2.2299

Atom charges from the Mulliken analysis, given in e for atoms 1 to 2: C -0.721; O -0.266


No. 8
Entry from the OMol25 dataset: a cluster of 2 separate species, C2H8O2S in total at a distorted geometry (ωB97M-V/def2-TZVPD).

The value obtained for the LUMO energy is 0.01439 Eh. As for the orbital gap: 0.3449 Ha. As for the largest force on an atom: 2.04 eV/Å. For the energy relative to the best compared isomer or geometry (same formula, charge and spin), the calculation gives 0.1556 eV. The structure (SMILES) is OCCS.O. The calculation puts the HOMO energy at -0.33053 hartree.

Atoms and positions in Å:
1 O 0.6186 0.0059 -0.1485
2 C -0.0730 1.2213 -0.1851
3 C -1.3723 1.1391 0.6248
4 S -2.3908 -0.0704 -0.3288
5 H 1.5162 0.1370 -0.5194
6 H 0.5201 2.0371 0.2710
7 H -0.3146 1.5206 -1.2231
8 H -1.2009 0.7340 1.6407
9 H -1.8416 2.1356 0.7346
10 H -1.4947 -1.0284 -0.6481
11 O 2.0265 -2.9968 -0.1801
12 H 1.5255 -2.6000 0.5681
13 H 2.4809 -2.2350 -0.6061

Atom charges from the Mulliken analysis, given in e for atoms 1 to 2: O -0.458; C -0.514


No. 9
Entry from the OMol25 dataset: the ion C2H8O3PS with charge +1 at a distorted geometry (ωB97M-V/def2-TZVPD).

The charge is +1. The value obtained for the LUMO energy is -0.12556 Eh. As for the orbital gap: 0.4221 Ha. As for the largest force on an atom: 3.84 eV/Å. For the energy relative to the best compared isomer or geometry (same formula, charge and spin), the calculation gives 0.6936 eV. The calculation puts the HOMO energy at -0.54767 hartree.

Atoms and positions in Å:
1 C -0.6223 2.4074 0.4728
2 C -0.0574 -2.3158 0.3248
3 O 0.9256 -0.3955 -1.9479
4 O 0.4660 1.6439 -0.2387
5 O -0.2242 -0.7770 0.3350
6 P 0.8260 0.1686 -0.3544
7 S 2.7882 -0.0056 0.4816
8 H -0.2832 3.1985 1.1264
9 H -1.1261 1.8331 1.1664
10 H -1.2031 2.7312 -0.3709
11 H 0.7531 -2.4378 1.0311
12 H -0.0500 -2.8286 -0.6215
13 H -1.1201 -2.5933 0.7179
14 H 1.7952 -0.0387 -2.3356
15 H 2.8257 1.3966 0.8506

Atom charges from the Mulliken analysis, given in e for atoms 1 to 2: C -0.576; C -0.704


No. 10
Entry from the OMol25 dataset: a cluster of 3 separate species, C2H8O4 in total at a distorted geometry (ωB97M-V/def2-TZVPD).

The value obtained for the LUMO energy is 0.01783 Eh. As for the orbital gap: 0.4113 Ha. As for the largest force on an atom: 2.89 eV/Å. For the energy relative to the best compared isomer or geometry (same formula, charge and spin), the calculation gives 0.5651 eV. The structure (SMILES) is CC(=O)O.O.O. The calculation puts the HOMO energy at -0.39347 hartree.

Atoms and positions in Å:
1 C -0.4323 2.0203 -0.0423
2 C -0.5206 0.6233 -0.5420
3 O -1.0558 -0.3302 -0.0137
4 O -0.1388 0.4812 -1.8324
5 H -1.1764 2.6908 -0.4642
6 H 0.4823 2.5106 -0.3477
7 H -0.4720 1.8760 1.0387
8 H -0.3285 -0.4152 -2.1485
9 O 0.0798 -2.7513 -1.6807
10 H -0.5149 -2.4226 -0.9940
11 H 0.9392 -2.7572 -1.2542
12 O 0.8672 -0.2393 2.8998
13 H 1.8174 -0.2372 2.7828
14 H 0.4535 -1.0490 2.5983

Atom charges from the Mulliken analysis, given in e for atoms 1 to 2: C -0.997; C 0.789


Question: Among the records above, which one has the highest orbital gap?
Answer: C2H8O


Question: Look up the LUMO energy of the sixth one.
Answer: -0.00649 Eh


Question: Among the records above, which one has the highest HOMO energy?
Answer: number 8